Formula: C29H23ClN6NiOTe
Source: the Open Molecules 2025 dataset
Level of theory: ωB97M-V/def2-TZVPD

Properties
lowest unoccupied orbital energy = 4.302 eV
frontier orbital gap = 5.56 eV
highest occupied orbital energy = -0.0463 Ha
electronic energy = -3759.25928 a.u.
total charge = -2

Last column: natural (NBO) charge in e.
Geometry (Å):
Ni  -1.0736  0.6401  -0.8063  0.998
C  -2.4566  -1.6768  2.3643  -0.683
C  -2.0957  -0.6258  1.3746  0.242
N  -1.5853  -0.8381  0.2243  -0.250
N  -1.2790  -2.0735  -0.2744  -0.453
C  -0.6439  -1.8610  -1.4139  0.574
O  -0.3799  -0.7154  -1.9112  -0.703
C  -0.1539  -3.0507  -2.1683  -0.022
C  0.5935  -2.8495  -3.3241  -0.199
C  1.0662  -3.9386  -4.0421  -0.215
C  0.7947  -5.2300  -3.6109  -0.227
C  0.0495  -5.4311  -2.4553  -0.233
C  -0.4221  -4.3448  -1.7340  -0.197
C  -2.2650  0.8191  1.6418  0.208
C  -2.8547  1.3164  2.7889  -0.222
C  -2.9557  2.6887  2.9501  -0.145
C  -2.4648  3.5215  1.9635  -0.260
C  -1.8897  2.9502  0.8378  0.101
N  -1.7930  1.6414  0.6793  -0.434
H  -2.1943  -2.6486  1.9548  0.250
H  -3.5273  -1.6516  2.5823  0.221
H  -1.9032  -1.5170  3.2923  0.238
H  0.7977  -1.8335  -3.6381  0.250
H  1.6504  -3.7764  -4.9400  0.200
H  1.1646  -6.0800  -4.1727  0.194
H  -0.1617  -6.4380  -2.1152  0.198
H  -0.9996  -4.4792  -0.8298  0.235
H  -3.2209  0.6325  3.5405  0.221
H  -3.4125  3.0997  3.8413  0.207
H  -2.5186  4.5974  2.0503  0.211
H  -1.4908  3.5544  0.0348  0.215
Te  1.3681  0.6682  2.4513  -0.504
C  2.9638  0.9432  3.8159  -0.207
C  4.1226  0.1582  3.7603  -0.263
C  5.1728  0.3406  4.6501  -0.225
C  5.1041  1.3182  5.6353  -0.282
C  3.9622  2.1074  5.7106  -0.216
C  2.9150  1.9217  4.8184  -0.268
H  4.1929  -0.6097  2.9993  0.210
H  6.0543  -0.2881  4.5731  0.188
H  5.9242  1.4628  6.3295  0.187
H  3.8861  2.8769  6.4725  0.186
H  2.0325  2.5460  4.8914  0.208
N  -3.7044  0.7594  -1.5989  -0.583
C  -4.8508  0.6284  -1.4369  0.477
N  -6.1501  0.4804  -1.3662  -0.745
C  -6.7918  0.6697  -0.2421  0.461
N  -7.4596  0.8165  0.7025  -0.590
Cl  -1.0887  1.9723  -4.7236  -0.038
C  0.4770  1.5025  -4.0968  -0.041
C  1.3860  0.9597  -4.9944  -0.242
C  2.6315  0.5471  -4.5519  -0.288
C  2.9451  0.6872  -3.2017  -0.159
C  2.0270  1.2304  -2.3256  -0.228
C  0.7531  1.6591  -2.7379  0.000
C  -0.2100  2.1473  -1.7371  -0.795
H  1.1026  0.8594  -6.0345  0.207
H  3.3413  0.1167  -5.2480  0.194
H  3.9071  0.3556  -2.8291  0.191
H  2.2614  1.2990  -1.2682  0.234
H  -0.9810  2.7932  -2.1610  0.207
H  0.3306  2.6694  -0.9412  0.203